A 9-piece molecular cluster, C30H42Cl6F18O12 overall, computed with ωB97M-V with the def2-TZVPD basis set.

Results
Structure (SMILES)   CCOC(=O)C(F)(F)F.CCOC(=O)C(F)(F)F.CCOC(=O)C(F)(F)F.CCOC(=O)C(F)(F)F.CCOC(=O)C(F)(F)F.CCOC(=O)C(F)(F)F.ClCCCl.ClCCCl.ClCCCl
HOMO-LUMO gap   10.581 eV

Structure (ORCA input):
```
! wB97M-V def2-TZVPD RIJCOSX def2/J DEFGRID3
* xyz 0 1
C -2.633 -0.105 -0.086
C -1.623 -0.946 0.689
O -2.355 -1.708 1.605
C -2.481 -1.538 2.955
O -2.301 -0.514 3.589
C -2.999 -2.842 3.581
F -2.799 -3.924 2.837
F -2.325 -3.073 4.737
F -4.272 -2.796 3.961
H -3.524 -0.624 -0.441
H -1.940 0.185 -0.875
H -2.892 0.796 0.471
H -0.909 -0.296 1.194
H -1.185 -1.675 0.007
C 9.042 -1.043 5.186
C 7.716 -1.673 5.681
O 6.768 -1.744 4.554
C 5.705 -2.569 4.641
O 5.357 -2.995 5.754
C 4.873 -2.614 3.367
F 3.986 -1.755 3.612
F 5.628 -2.245 2.357
F 4.327 -3.858 3.325
H 8.870 0.000 4.920
H 9.474 -1.409 4.255
H 9.781 -1.012 5.987
H 7.241 -1.111 6.485
H 7.866 -2.718 5.953
C 1.377 -8.696 -4.757
C 2.032 -8.080 -3.506
O 0.979 -7.433 -2.705
C 0.238 -8.133 -1.828
O 0.147 -9.378 -1.862
C -0.533 -7.169 -0.847
F -0.271 -7.452 0.448
F -0.217 -5.950 -1.029
F -1.862 -7.427 -1.111
H 0.949 -9.687 -4.607
H 2.053 -8.846 -5.599
H 0.716 -7.911 -5.125
H 2.523 -7.192 -3.904
H 2.671 -8.722 -2.899
C 5.101 2.797 3.768
C 5.355 3.177 5.237
O 6.629 3.829 5.350
C 7.247 3.949 6.490
O 6.960 3.251 7.461
C 8.301 5.043 6.493
F 7.931 6.050 7.253
F 9.462 4.586 6.943
F 8.430 5.640 5.300
H 5.101 3.722 3.191
H 4.095 2.453 3.528
H 5.774 2.053 3.342
H 5.128 2.318 5.869
H 4.633 3.915 5.586
C -8.195 5.789 -8.796
C -7.110 5.155 -7.880
O -7.582 4.673 -6.648
C -6.690 4.088 -5.774
O -5.550 3.810 -6.066
C -7.317 3.793 -4.384
F -7.007 2.524 -4.001
F -6.848 4.678 -3.469
F -8.706 3.977 -4.497
H -8.959 6.451 -8.388
H -8.860 4.976 -9.085
H -7.793 6.186 -9.728
H -6.377 5.930 -7.656
H -6.552 4.414 -8.452
C -2.930 8.127 -4.688
C -1.974 7.087 -4.224
O -2.155 6.948 -2.820
C -1.548 5.907 -2.133
O -0.934 4.932 -2.624
C -1.667 6.136 -0.545
F -1.217 5.066 0.111
F -0.874 7.129 -0.152
F -2.909 6.537 -0.265
H -2.586 8.976 -4.097
H -3.970 7.811 -4.613
H -2.840 8.338 -5.753
H -0.921 7.310 -4.394
H -1.993 6.192 -4.845
Cl -1.995 -6.700 9.435
C -1.831 -6.625 11.157
C -1.220 -5.256 11.643
Cl -0.955 -5.218 13.444
H -1.181 -7.361 11.632
H -2.822 -6.758 11.591
H -1.836 -4.368 11.498
H -0.203 -5.072 11.297
Cl 1.536 1.298 -6.947
C 1.499 1.539 -5.220
C 2.306 0.465 -4.423
Cl 1.617 -1.152 -4.520
H 0.422 1.481 -5.068
H 1.891 2.541 -5.042
H 2.395 0.814 -3.395
H 3.322 0.386 -4.810
Cl -3.840 -1.503 -7.306
C -3.651 -1.783 -5.547
C -4.682 -2.772 -5.044
Cl -6.296 -2.093 -5.207
H -3.852 -0.793 -5.138
H -2.611 -2.094 -5.445
H -4.565 -3.056 -3.998
H -4.727 -3.759 -5.503
*
```

---

C30H42N4OP2V as an isolated structure, computed with ωB97M-V with the def2-TZVPD basis set.

Results
HOMO-LUMO gap (spin up / spin down)   7.124 / 7.146 eV

Structure (ORCA input):
```
! wB97M-V def2-TZVPD RIJCOSX def2/J DEFGRID3
* xyz 0 4
V 3.914 2.468 -1.027
C 2.684 -3.633 -0.248
C 3.445 -2.529 -0.265
C 3.842 -1.713 -1.465
C 2.705 -0.933 -2.122
C 1.852 -1.589 -3.150
C 1.839 -2.878 -3.513
C 2.538 -4.004 -2.826
C 1.976 -4.278 -1.400
C 2.368 3.647 -2.154
H 2.508 -4.138 0.712
H 3.849 -2.162 0.683
H 4.410 -2.290 -2.202
H 4.551 -0.974 -1.065
H 2.051 -0.561 -1.315
H 3.142 -0.018 -2.562
H 1.168 -0.898 -3.651
H 1.231 -3.188 -4.371
H 3.626 -3.867 -2.804
H 2.336 -4.906 -3.420
H 0.907 -4.007 -1.360
H 1.995 -5.367 -1.247
H 1.504 3.063 -2.501
H 2.570 4.434 -2.879
H 2.103 4.148 -1.200
P 4.684 2.905 -3.106
P 5.958 2.244 -0.122
N 4.535 1.853 -4.536
N 4.937 4.427 -4.200
N 6.936 0.752 -0.417
N 6.939 2.684 1.290
C 6.477 2.724 -2.771
C 6.800 3.320 -1.397
C 3.323 1.647 -5.192
C 3.582 1.105 -6.449
C 5.001 0.995 -6.581
C 5.559 1.482 -5.403
C 4.140 5.555 -4.263
C 4.745 6.519 -5.063
C 5.977 5.965 -5.518
C 6.030 4.658 -5.034
C 6.521 -0.519 -0.048
C 7.373 -1.458 -0.627
C 8.359 -0.733 -1.367
C 8.091 0.620 -1.188
C 8.166 2.128 1.700
C 8.976 3.140 2.198
C 8.198 4.353 2.176
C 6.964 4.043 1.634
H 7.085 3.216 -3.531
H 6.690 1.646 -2.797
H 7.877 3.379 -1.187
H 6.376 4.336 -1.275
H 2.391 1.896 -4.709
H 2.844 0.830 -7.187
H 5.555 0.619 -7.428
H 6.594 1.580 -5.114
H 3.193 5.598 -3.761
H 4.343 7.498 -5.278
H 6.746 6.454 -6.098
H 6.767 3.896 -5.243
H 5.711 -0.650 0.653
H 7.296 -2.529 -0.541
H 9.171 -1.135 -1.959
H 8.621 1.489 -1.558
H 8.353 1.068 1.620
H 10.003 3.029 2.513
H 8.519 5.329 2.507
H 6.097 4.659 1.458
C 1.106 1.288 2.010
C 1.468 1.091 0.541
C 0.220 1.197 -0.350
O 2.446 2.011 0.190
H 0.576 2.234 2.138
H 2.020 1.331 2.599
H 0.476 0.476 2.375
H 1.832 0.046 0.447
H -0.391 2.053 -0.035
H 0.476 1.342 -1.407
H -0.395 0.292 -0.267
*
```

---

Asked for maximum force across the records above, the calculation gives 5.47, 5.88 eV Å⁻¹ in order.
Asked for ΔE to the lowest compared entry with this formula, charge and spin across the records above, the calculation gives 105.7, 0.0 kcal/mol in order.